A cluster of 2 separate species, C5H11NO3 in total. Source: the Open Molecules 2025 dataset; level of theory: wB97M-V/def2-TZVPD.

Structure (XYZ):
```
20
Properties=species:S:1:pos:R:3:forces:R:3
C 2.0065 -1.6315 1.0849 -0.4 -0.2 -0.6
C -1.3846 1.3858 -0.1589 -1.0 -2.4 0.0
C 0.5905 0.2546 -1.1761 2.1 2.0 -1.2
C -1.1597 -1.0660 -0.5995 -4.3 0.1 0.6
C 0.3040 0.0930 1.1866 0.1 -2.2 1.8
N -0.4541 0.0861 -0.1716 -0.2 3.8 1.2
O 2.5410 -1.6798 2.1291 -0.3 0.5 0.1
O 1.8472 -2.0138 -0.0371 0.2 -0.1 0.7
O 0.7387 1.4166 1.3713 1.6 0.7 0.0
H -2.4146 1.1147 0.3176 2.1 0.4 -0.6
H -0.8176 2.1523 0.3612 -0.3 -0.1 -0.1
H -1.5434 1.5758 -1.2099 -0.2 0.5 -0.2
H 1.3432 -0.5788 -1.1860 -1.4 0.7 0.0
H 0.0424 0.3700 -2.1343 0.8 0.1 0.3
H 1.2307 1.1934 -0.9383 -1.5 -1.4 -0.6
H -0.5358 -1.8536 -0.4570 1.9 -2.5 -0.1
H -2.0700 -1.2798 0.0532 1.1 0.5 -0.7
H -1.5103 -0.9587 -1.6565 0.4 -0.1 0.9
H -0.4708 -0.1662 2.0475 1.2 0.8 -1.9
H 1.7166 1.5860 1.1740 -2.1 -1.0 0.5
```
Forces are in eV/Å.

Output
Kohn-Sham gap (eV): 7.908
Multiplicity: 1

natural (NBO) population analysis, charges in e, atoms 1 to 4: 1.003, -0.409, -0.448, -0.406

The molecule CH3NO3S. Source: the Open Molecules 2025 dataset; level of theory: wB97M-V/def2-TZVPD.

Structure (XYZ):
```
9
Properties=species:S:1:pos:R:3:forces:R:3
C -0.9149 -0.2653 -0.5902 -0.2 -0.3 1.2
N 1.4553 0.4852 0.1927 -2.8 -1.0 -1.4
O 0.7876 1.4633 0.0826 0.6 1.6 0.0
O 2.4040 0.2778 0.8333 3.1 0.0 1.7
O -1.1958 0.0011 0.7962 -0.9 0.8 -1.2
S 0.7673 -0.9962 -0.5943 -0.6 0.1 -0.7
H -0.8841 0.7193 -1.1439 -0.4 -1.4 0.5
H -1.6643 -1.0421 -0.9112 1.0 0.8 -0.4
H -0.7551 -0.6432 1.3348 0.2 -0.7 0.4
```
Forces are in eV/Å.

Output
Kohn-Sham gap (eV): 10.579
Multiplicity: 1
SMILES: O=[N+]([O-])SCO

natural (NBO) population analysis, charges in e, atoms 1 to 4: -0.233, 0.461, -0.348, -0.337

A cluster of 2 separate species, C25H22Br2O4S in total. Source: the Open Molecules 2025 dataset; level of theory: wB97M-V/def2-TZVPD.

Structure (XYZ):
```
54
Properties=species:S:1:pos:R:3:forces:R:3
Br -6.1764 2.3512 -3.4432 0.2 -0.1 0.1
C -4.5170 1.6996 -2.8210 0.9 -0.5 0.3
C -4.4005 0.3730 -2.3720 0.1 0.5 -0.1
C -3.1622 -0.1126 -1.9657 0.4 0.1 -0.1
C -1.9986 0.7039 -1.9830 -1.0 0.6 0.1
C -0.7054 0.1775 -1.6385 -0.4 -1.2 -0.1
C 0.4859 0.7840 -2.0565 1.6 0.1 0.1
C 1.6967 0.1068 -2.1361 -1.6 0.1 0.1
C 2.9540 0.6917 -2.5099 1.4 0.7 -0.3
C 4.1072 -0.1314 -2.6582 -0.6 0.4 0.1
C 5.3569 0.4066 -2.9442 -0.1 0.5 -0.1
C 5.4945 1.7962 -3.1042 -0.7 -0.4 0.3
Br 7.1998 2.5365 -3.4492 -0.2 -0.1 0.0
C 4.3764 2.6363 -2.9775 -0.1 -0.3 -0.1
C 3.1241 2.0936 -2.6894 0.3 -0.6 0.0
C -2.1597 2.0531 -2.3935 -0.3 -0.3 -0.1
C -3.3907 2.5399 -2.8284 0.1 -0.2 0.2
H -5.2793 -0.2627 -2.3350 0.2 0.1 -0.1
H -3.0706 -1.1555 -1.6688 -0.1 0.3 0.1
H -0.6477 -0.8357 -1.2426 -0.1 0.1 -0.6
H 0.4677 1.8262 -2.3811 0.0 -0.3 0.2
H 1.6848 -0.9692 -1.9519 0.0 0.2 0.2
H 3.9871 -1.2111 -2.5518 0.1 0.3 0.0
H 6.2231 -0.2387 -3.0533 -0.1 0.1 0.0
H 4.4891 3.7076 -3.1139 0.0 -0.2 0.1
H 2.2605 2.7506 -2.5934 0.3 -0.1 0.0
H -1.2972 2.7188 -2.3742 -0.4 -0.1 -0.1
H -3.4852 3.5699 -3.1626 0.0 -0.2 0.1
C 3.8353 -0.0541 1.9380 0.1 0.2 0.2
C 2.8653 -0.9154 1.1782 0.0 0.2 0.1
O 1.5353 -0.4064 1.4496 0.7 -0.7 -0.6
C 0.5760 -1.1488 0.8252 -0.5 -0.1 -0.1
C -0.7231 -0.5528 1.0559 0.2 -0.2 -0.2
S -2.1244 -1.4924 1.3473 -0.3 0.1 0.3
C -2.5074 -1.5756 3.1105 0.1 0.1 0.5
C -2.1857 -2.7085 3.8696 0.0 0.2 -0.1
C -2.5976 -2.7961 5.2026 0.0 0.2 -0.2
C -3.3158 -1.7497 5.7888 0.1 0.0 -0.2
C -3.6207 -0.6122 5.0365 0.1 -0.1 -0.2
C -3.2256 -0.5289 3.6990 0.1 -0.1 0.1
O -3.2336 -0.7176 0.8218 -0.1 -0.2 -0.1
O -1.9240 -2.8659 0.9555 0.0 0.2 -0.3
O 0.8579 -2.1060 0.1012 -0.3 0.9 0.7
H 4.8571 -0.3789 1.7281 0.0 0.0 0.0
H 3.7351 0.9975 1.6496 0.0 -0.1 0.1
H 3.6600 -0.1416 3.0147 0.0 0.1 -0.1
H 3.0626 -0.8582 0.0996 -0.1 -0.2 0.2
H 2.9307 -1.9629 1.5013 -0.1 0.3 -0.2
H -0.7666 0.4572 1.4427 0.0 -0.1 0.2
H -1.6351 -3.5265 3.4086 -0.1 0.2 0.0
H -2.3631 -3.6933 5.7766 -0.1 0.3 -0.1
H -3.6377 -1.8205 6.8274 0.1 0.0 -0.2
H -4.1825 0.2135 5.4739 0.1 -0.3 -0.1
H -3.4899 0.3380 3.0972 0.0 -0.2 0.1
```
Forces are in eV/Å.

Output
Kohn-Sham gap (eV): 5.052
Multiplicity: 1

natural (NBO) population analysis, charges in e, atoms 1 to 4: 0.096, -0.044, -0.240, -0.101

Number 1: F_max 4.3 eV Å⁻¹. Number 2: F_max 3.5 eV Å⁻¹. Number 3: F_max 1.6 eV Å⁻¹.